# C7H9FO

The molecule C7H9FO at a distorted geometry (wB97M-V/def2-TZVPD, OMol25).

Output
HOMO energy = -8.0 eV
Energy above the lowest of the compared OMol25 structures with the same formula, charge and spin = 3.2630 eV
Structure (SMILES) = CO/C=C/C=C\C=C/F
LUMO energy = 0.0293 hartree
Orbital gap = 8.82 eV

XYZ file:
```
18
Properties=species:S:1:pos:R:3:lowdin_charge:R:1
H 2.0225 -0.2394 -2.0054 0.059
H 0.6163 -2.5242 2.8382 0.116
H -1.5701 3.2008 0.0458 0.121
C -0.7857 0.5943 -0.7835 -0.169
C -2.3447 2.3497 -0.1910 -0.094
C 1.2339 -1.9803 2.1004 -0.125
H -0.2231 -1.6264 0.6480 0.107
C 0.0434 -0.0178 -1.6278 -0.081
H -0.1460 -0.0769 -2.6029 0.064
O -1.9799 1.2100 -1.0048 -0.147
F 2.5999 -2.0338 2.3257 -0.041
H -3.2562 2.7495 -0.6062 0.061
C 1.7982 -0.9955 -0.0842 -0.084
H 2.9114 -1.1280 0.1382 0.129
H -2.7945 1.9090 0.8372 0.123
C 1.3885 -0.4861 -1.2695 -0.095
C 0.8433 -1.5818 0.8894 -0.117
H -0.3570 0.6769 0.3523 0.171
```